A single C4H8O2 molecule. Source: the Open Molecules 2025 dataset; level of theory: the ωB97M-V functional and the def2-TZVPD basis.

Computed properties:
Calculated total energy, eV: -8368.007
LUMO energy, eV: 0.627
Highest occupied orbital energy, eV: -7.35

Geometry as ORCA input:
```
! wB97M-V def2-TZVPD RIJCOSX def2/J DEFGRID3
* xyz 0 1
O 1.297 0.495 -0.200
C 0.020 0.732 -1.166
C 1.029 -0.916 0.191
C -0.470 -1.171 0.462
O -1.079 0.027 0.879
C -1.017 1.052 -0.137
H 1.272 1.090 0.587
H 0.303 1.621 -1.733
H 1.639 -1.064 1.083
H 1.401 -1.516 -0.644
H -0.580 -1.869 1.303
H -0.954 -1.600 -0.424
H -1.981 1.140 -0.661
H -0.880 1.979 0.459
*
```

Here are the Mulliken charges for atoms 1 to 5, given in e: -0.317 -0.652 -0.329 -0.277 -0.408